No. 1
A 2-piece molecular cluster, C4H7N3 overall at a distorted geometry. Source: the Open Molecules 2025 dataset; level of theory: ωB97M-V/def2-TZVPD.

Atoms and positions in Å:
C (1.58, -0.35, -1.93)
C (2.00, 0.67, -1.04)
C (0.42, -0.82, -1.41)
C (-0.94, 0.60, 1.62)
N (1.16, 0.79, -0.03)
N (0.19, -0.10, -0.26)
N (-0.88, -0.24, 0.47)
H (2.09, -0.68, -2.82)
H (2.86, 1.30, -1.11)
H (-0.26, -1.59, -1.70)
H (0.01, 0.69, 2.15)
H (-1.21, 1.61, 1.27)
H (-1.73, 0.24, 2.27)
H (-0.82, -2.36, 1.20)

## Properties
- LUMO (alpha / beta) (eV) = -0.03 / -0.62
- 2S+1 = 1
- DFT total energy (eV) = -8726.465
- maximum force (hartree/bohr) = 0.0313
- relative energy (zero: lowest compared OMol25 entry of this formula, charge and spin) (kcal/mol) = 120.3

natural (NBO) population analysis, charges in e, atoms 1 to 6: -0.3233, -0.0163, -0.0374, -0.4757, -0.3008, -0.0213

No. 2
C3H6AsCl6F6NiO8P2Y2 as an isolated structure at a distorted geometry. Source: the Open Molecules 2025 dataset; level of theory: ωB97M-V/def2-TZVPD.

Atoms and positions in Å:
Y (-6.15, 19.90, -7.76)
Y (-4.46, 20.68, -3.97)
Ni (-4.68, 22.92, -6.88)
P (-3.31, 19.97, -7.03)
O (-2.29, 19.43, -8.02)
O (-4.21, 21.12, -7.60)
O (-3.06, 20.06, -5.50)
O (-4.33, 18.77, -7.26)
P (-7.06, 21.20, -5.51)
O (-6.60, 21.20, -4.06)
O (-7.81, 20.08, -6.32)
O (-5.83, 20.30, -5.62)
O (-6.38, 22.04, -6.57)
As (-6.50, 23.08, -10.03)
F (-5.32, 22.41, -11.15)
F (-6.66, 21.47, -9.21)
F (-7.70, 23.73, -8.86)
F (-6.25, 24.72, -10.76)
F (-7.82, 22.60, -11.18)
F (-5.21, 23.39, -8.83)
C (-9.39, 21.53, -2.86)
Cl (-11.14, 21.26, -2.91)
Cl (-8.85, 22.01, -1.26)
H (-8.83, 20.63, -3.12)
H (-9.22, 22.34, -3.57)
C (-10.55, 21.49, -6.98)
Cl (-10.61, 22.90, -5.90)
Cl (-12.15, 21.26, -7.77)
H (-9.78, 21.61, -7.75)
H (-10.39, 20.60, -6.38)
C (-8.83, 17.75, -4.54)
Cl (-9.83, 16.38, -4.04)
Cl (-7.49, 18.00, -3.46)
H (-8.40, 17.51, -5.52)
H (-9.42, 18.66, -4.61)

## Properties
- LUMO (alpha / beta) (eV) = -6.29 / -7.16
- 2S+1 = 3
- DFT total energy (eV) = -233574.787
- net charge = +1
- maximum force (hartree/bohr) = 0.2211
- relative energy (zero: lowest compared OMol25 entry of this formula, charge and spin) (kcal/mol) = 66.4

Löwdin population analysis, charges in e, atoms 1 to 6: 1.7097, 1.8517, 0.6046, 0.1966, -0.0183, -0.4242

No. 3
The molecule C11H18N2O2 at a distorted geometry. Source: the Open Molecules 2025 dataset; level of theory: ωB97M-V/def2-TZVPD.

Atoms and positions in Å:
C (-1.71, -0.04, 0.44)
C (-0.34, 0.29, 1.01)
C (-0.38, 1.73, 1.48)
C (-0.39, 2.77, 0.42)
C (0.95, 2.61, -0.29)
C (1.02, 1.19, -0.83)
C (0.51, 0.14, -0.22)
C (0.70, -1.31, -0.96)
N (-0.10, -2.43, -2.07)
N (-0.90, -2.03, -2.91)
O (-1.51, -2.66, -3.74)
O (-1.12, -0.61, -3.03)
C (0.87, -2.39, 0.20)
C (1.36, -1.65, 1.54)
C (0.21, -0.58, 2.05)
H (-2.56, 0.18, 1.03)
H (-1.64, -1.13, 0.10)
H (-1.93, 0.58, -0.40)
H (0.50, 1.96, 2.05)
H (-1.30, 1.69, 2.05)
H (-0.54, 3.68, 0.99)
H (-1.07, 2.52, -0.41)
H (1.00, 3.50, -0.91)
H (1.67, 2.85, 0.47)
H (1.53, 1.16, -1.75)
H (1.63, -1.24, -1.60)
H (-1.71, -0.27, -3.69)
H (1.60, -3.00, -0.19)
H (-0.10, -2.87, 0.21)
H (1.40, -2.38, 2.36)
H (2.32, -1.08, 1.34)
H (-0.62, -1.26, 2.38)
H (0.66, 0.09, 2.86)

## Properties
- LUMO (eV) = 0.61
- 2S+1 = 1
- DFT total energy (eV) = -18766.778
- structure (SMILES) = C[C@]12CCCC=C1[C@H](/N=[N+](/[O-])O)CCC2
- maximum force (hartree/bohr) = 0.0804
- relative energy (zero: lowest compared OMol25 entry of this formula, charge and spin) (kcal/mol) = 218.7

natural (NBO) population analysis, charges in e, atoms 1 to 6: -0.5928, -0.1481, -0.3728, -0.3948, -0.4464, -0.1795

No. 4
The molecule CHClOS2 at a distorted geometry. Source: the Open Molecules 2025 dataset; level of theory: ωB97M-V/def2-TZVPD.

Atoms and positions in Å:
C (1.35, -0.57, -0.85)
O (0.32, -0.02, -1.08)
S (-1.42, 0.35, -0.10)
S (-1.43, -0.02, 1.72)
Cl (1.86, -1.19, 0.70)
H (-0.68, 1.45, -0.39)

## Properties
- LUMO (alpha / beta) (eV) = -1.24 / -1.74
- 2S+1 = 1
- DFT total energy (eV) = -37289.560
- maximum force (hartree/bohr) = 0.0482
- relative energy (zero: lowest compared OMol25 entry of this formula, charge and spin) (kcal/mol) = 90.3

Computed natural (NBO) charges, given in elementary charges: 0.3978, -0.5731, 0.3567, -0.2464, -0.0326, 0.0977